{"formula": "C22H18ClN4O4OsS3", "method": "wB97M-V/def2-TZVPD", "total_charge": 1, "orbital_gap_ev": [5.96, 5.96], "lumo_energy_ev": [-4.8, -4.8], "homo_ev": [-10.71, -10.71], "species": ["Os", "O", "C", "C", "C", "C", "C", "C", "C", "O", "N", "N", "C", "S", "C", "C", "S", "H", "H", "H", "H", "H", "H", "H", "H", "H", "Cl", "C", "C", "C", "C", "C", "C", "C", "O", "O", "H", "H", "H", "H", "C", "C", "C", "C", "N", "C", "S", "N", "H", "H", "H", "H", "H"], "positions_angstrom": [[0.13500, -0.91623, -0.63182], [2.36745, 3.80252, -2.30352], [1.04273, 3.93725, -2.47544], [0.59244, 5.14276, -3.01079], [-0.75309, 5.35488, -3.21477], [-1.69264, 4.37370, -2.89110], [-1.26051, 3.18122, -2.36387], [0.10653, 2.94002, -2.14809], [0.52811, 1.66443, -1.59320], [-0.44064, 0.77967, -1.30906], [1.77015, 1.39194, -1.36215], [1.91503, 0.11184, -0.83667], [3.13740, -0.27402, -0.66515], [4.47682, 0.73132, -1.12392], [5.73042, -0.38606, -0.44063], [5.22530, -1.80538, -0.59761], [3.51592, -1.83606, 0.00525], [2.55398, 2.92846, -1.91626], [1.32904, 5.89541, -3.25624], [-1.08278, 6.29781, -3.63148], [-2.74665, 4.54979, -3.05246], [-1.97086, 2.40932, -2.10433], [5.90073, -0.13411, 0.60478], [6.64810, -0.22346, -1.00403], [5.79469, -2.50636, 0.01066], [5.24615, -2.12792, -1.63721], [0.06599, -0.43009, 7.79523], [0.04628, -0.50510, 6.07355], [0.92149, -1.36547, 5.42219], [0.90426, -1.42427, 4.04219], [0.01447, -0.62587, 3.32628], [-0.85602, 0.23652, 3.98981], [-0.84259, 0.29777, 5.36956], [-0.00895, -0.68014, 1.86947], [0.80804, -1.43807, 1.20698], [-0.78241, -0.01845, 1.13257], [1.60254, -1.97517, 5.99862], [1.57770, -2.08590, 3.51393], [-1.53273, 0.85787, 3.41838], [-1.50731, 0.96032, 5.90524], [-4.14237, -4.70404, -2.96572], [-3.26687, -3.76966, -2.20155], [-3.63013, -3.27578, -0.95123], [-2.75570, -2.42923, -0.29934], [-1.59830, -2.11189, -0.87018], [-1.32816, -2.62989, -2.08480], [0.26761, -1.97945, -2.59925], [-2.08855, -3.42854, -2.76861], [-3.99974, -5.71982, -2.58891], [-3.87560, -4.69141, -4.01887], [-5.19368, -4.45019, -2.84033], [-4.57636, -3.54083, -0.50313], [-2.96614, -1.98935, 0.66683]], "atomic_forces_ev_per_a": [[-0.237, 0.721, -0.622], [-0.071, 0.079, -0.040], [0.104, -0.017, 0.013], [-0.033, 0.058, -0.027], [0.022, 0.017, -0.005], [-0.004, 0.002, -0.001], [0.032, -0.014, 0.007], [-0.090, -0.061, 0.011], [0.160, 0.093, 0.042], [-0.108, -0.240, -0.033], [-0.220, -0.053, -0.029], [0.237, -0.085, 0.174], [-0.208, 0.063, 0.010], [0.005, 0.034, -0.015], [0.031, -0.008, -0.012], [0.023, -0.006, 0.006], [-0.040, 0.009, -0.007], [0.014, -0.035, 0.023], [-0.006, 0.001, 0.000], [0.004, -0.004, 0.002], [0.004, 0.001, -0.001], [0.003, -0.007, 0.003], [0.001, -0.003, 0.004], [0.004, -0.004, 0.006], [0.005, -0.003, -0.002], [0.007, 0.001, -0.004], [0.000, 0.000, -0.002], [0.002, -0.003, 0.005], [0.015, -0.012, -0.004], [0.005, -0.014, -0.001], [-0.012, -0.006, -0.023], [-0.005, 0.015, -0.005], [-0.018, 0.015, -0.004], [-0.005, -0.064, 0.093], [-0.001, -0.414, -0.121], [0.194, 0.176, 0.234], [-0.003, 0.001, -0.006], [0.000, 0.000, 0.006], [0.002, -0.003, 0.005], [0.002, -0.001, -0.006], [0.012, 0.007, 0.006], [0.008, -0.005, -0.023], [-0.030, -0.026, -0.027], [0.017, 0.041, 0.033], [0.031, 0.100, -0.036], [-0.032, -0.097, -0.001], [0.171, -0.245, 0.350], [-0.003, -0.010, 0.020], [0.010, 0.002, -0.009], [-0.005, 0.005, 0.002], [0.001, -0.003, 0.008], [0.006, 0.004, 0.002], [0.000, -0.001, 0.002]]}



{"formula": "C22H18ClN5O2", "method": "wB97M-V/def2-TZVPD", "smiles": "CC1(C)OC(=O)N(c2ccc(-c3nnc4ccc(Cl)nn34)cc2)[C@H]1c1ccccc1", "orbital_gap_ev": 7.98, "lumo_energy_ev": -0.5, "homo_ev": -8.46, "species": ["O", "Cl", "N", "N", "N", "O", "C", "C", "C", "C", "C", "C", "C", "C", "C", "C", "C", "C", "C", "C", "C", "C", "C", "C", "N", "N", "C", "C", "C", "C", "H", "H", "H", "H", "H", "H", "H", "H", "H", "H", "H", "H", "H", "H", "H", "H", "H", "H"], "positions_angstrom": [[-3.19232, 0.05885, -2.63766], [4.04204, -5.71323, 2.15328], [1.80733, -4.27759, 2.51702], [-0.63425, -3.77876, 5.04012], [-1.09647, -2.96589, 4.08957], [-2.82266, 2.24759, -1.95515], [-2.54944, 0.90668, -2.00544], [2.61820, -5.11337, 3.09096], [0.42717, -4.41438, 4.47521], [-0.32641, -2.91728, 3.00936], [2.39117, -5.74441, 4.43231], [1.23492, -5.44213, 5.07040], [2.78672, 2.71928, -3.97330], [2.81464, 3.03014, -2.66164], [1.64336, 2.05962, -4.44300], [0.38508, -1.82753, 0.87114], [-1.85655, -1.54239, 1.62127], [0.14620, -0.97423, -0.31067], [-2.08144, -0.73756, 0.52115], [1.70832, 2.88219, -1.78212], [0.65356, 1.62108, -3.54377], [-0.54468, -2.03996, 1.87443], [-1.12781, -0.42531, -0.52092], [0.60676, 2.10980, -2.21652], [0.69951, -3.83726, 3.25584], [-1.33298, 0.61475, -1.41178], [-2.10522, 3.37540, 0.14222], [-1.56173, 4.13155, -2.24368], [-1.78041, 2.91565, -1.29667], [-0.61523, 1.88330, -1.21174], [3.07313, -6.54736, 4.85553], [0.89323, -6.00809, 5.91870], [3.56368, 2.97115, -4.70528], [3.66418, 3.60818, -2.41652], [1.36545, 2.00397, -5.50668], [1.44535, -2.16234, 1.13239], [-2.59024, -1.86563, 2.36788], [0.81629, -0.74367, -1.13804], [-3.09504, -0.28401, 0.57109], [1.81467, 3.43557, -0.83776], [-0.21301, 1.00714, -3.83713], [-2.95987, 4.00048, 0.03918], [-1.30945, 4.09111, 0.50565], [-2.12422, 2.53014, 0.80013], [-1.07097, 3.78176, -3.09645], [-0.88206, 4.86596, -1.74348], [-2.45189, 4.65686, -2.67606], [-0.27662, 1.85415, -0.18335]], "atomic_forces_ev_per_a": [[0.766, 2.473, 1.879], [-1.499, 0.807, 0.857], [0.083, 0.300, 0.126], [1.151, -1.824, -1.577], [-0.220, 1.413, -0.443], [-0.828, -2.435, 0.035], [-1.474, -2.518, -2.226], [-0.512, -0.515, 0.831], [-1.487, 1.345, 1.749], [0.722, -1.106, 1.509], [0.676, -0.715, -0.628], [0.521, 0.553, -1.460], [-1.280, -1.222, -2.219], [-0.748, 0.918, 1.289], [-1.196, -0.316, -0.006], [2.336, 1.373, -0.807], [1.274, -0.520, 0.280], [-1.216, -0.995, 0.905], [-1.372, 0.562, 0.023], [0.686, -0.274, -0.933], [-0.727, 0.630, 0.658], [-0.910, -0.128, -2.095], [0.324, -1.550, 3.608], [0.370, 0.139, 1.225], [1.426, -1.505, -0.073], [0.021, 1.751, -0.767], [1.461, 0.927, -1.257], [0.310, 1.060, 1.515], [1.081, 2.171, -0.167], [1.112, -0.105, -1.139], [-0.801, 1.266, -0.969], [-0.069, 0.335, 0.358], [-0.193, 0.071, 0.630], [0.742, 0.493, 1.075], [0.740, -0.478, 0.428], [-1.512, 0.352, -1.004], [-0.160, 0.721, -0.530], [0.662, -0.396, 0.677], [0.717, -0.216, -0.802], [-0.504, -0.692, -0.202], [0.534, 0.379, -0.303], [-1.221, 0.057, 0.582], [-0.501, -0.969, -0.490], [-0.634, -0.291, 0.565], [1.001, -0.563, -1.390], [-0.583, -0.392, -0.503], [0.313, -0.655, 1.163], [0.616, 0.286, 0.022]]}